Here is C13H15NTeW as an isolated structure in a non-equilibrium geometry from the OMol25 dataset. Energies are from ωB97M-V/def2-TZVPD.

The geometry in XYZ format:
```
31
Properties=species:S:1:pos:R:3:forces:R:3:nbo_charge:R:1
C -0.60469 0.85818 -2.11558 -1.5613 -0.3656 -0.2410 -0.324
C -1.44726 1.22489 -1.00654 -0.7820 -0.0618 -1.1618 -0.261
C -2.13266 0.05184 -0.54616 -0.6509 -0.2246 -0.7583 -0.358
C -1.70501 -1.05713 -1.36140 -0.9557 0.7350 -0.3913 -0.286
C -0.76151 -0.56762 -2.32567 -0.6814 0.3901 -0.9878 -0.367
W 0.10420 -0.24312 -0.33427 2.5380 -0.4619 1.5522 1.075
N 1.94770 0.28842 -0.55792 0.1851 0.2322 0.5763 -0.795
C 1.92352 1.42535 0.37288 1.3950 1.3094 0.0530 -0.239
C 0.47549 1.53423 0.86548 0.5342 -0.1843 0.0319 -0.757
H -2.87475 0.01587 0.24837 0.3431 -0.0198 -0.2105 0.265
H -1.60911 2.23640 -0.64411 0.1395 -0.4799 -0.0620 0.256
H -2.09539 -2.06686 -1.31027 0.3202 0.2311 0.1532 0.275
H -0.32023 -1.12921 -3.14960 -0.0971 0.1390 0.4618 0.265
H -0.03117 1.52973 -2.74886 0.0819 -0.2436 0.4595 0.261
H 0.02670 2.49416 0.57210 0.2373 -0.4876 0.3999 0.210
H 2.64741 1.31324 1.20866 -0.3280 -0.2093 -0.3938 0.192
H 2.81759 0.04772 -1.03724 -0.4978 0.1459 0.4165 0.396
H 0.37920 1.35890 1.94118 -0.0151 0.1215 -0.1309 0.225
H 2.22901 2.35203 -0.15395 -0.0847 -0.2347 0.1441 0.171
Te 0.70251 -2.79118 0.34120 -0.1336 -0.3133 0.3338 0.080
C 0.28532 -3.05850 2.41898 -0.1224 -0.2243 0.0621 -0.197
C 0.35684 -4.39411 2.86911 -0.0569 0.7257 0.4803 -0.256
C 0.21863 -4.66656 4.23604 -0.0195 0.2625 -0.2357 -0.202
C -0.00103 -3.62209 5.14314 0.0262 0.0856 -0.2815 -0.233
C -0.10170 -2.30241 4.68466 -0.0155 -0.1903 -0.3512 -0.202
C 0.02594 -2.00895 3.31607 0.1501 -0.7234 0.1891 -0.260
H 0.53321 -5.19213 2.14725 -0.0356 0.1482 0.2609 0.218
H 0.28557 -5.69541 4.59238 -0.0248 0.2671 -0.0784 0.212
H -0.09626 -3.83933 6.20806 0.0200 0.0805 -0.2992 0.212
H -0.28023 -1.49674 5.39656 0.0238 -0.1677 -0.1666 0.211
H -0.06116 -0.98562 2.94341 0.0678 -0.2818 0.1752 0.213
```
Positions in Å, forces in eV/Å.

## Properties
⟨S²⟩   2.014
LUMO (spin up / spin down)   -0.1 / -0.4 eV
2S+1   3
Relative energy (zero: lowest compared OMol25 entry of this formula, charge and spin)   0.0 kcal/mol
Energy   -894.1152 hartree
Frontier orbital gap (spin up / spin down)   6.72 / 6.59 eV
Highest occupied orbital energy (spin up / spin down)   -6.80 / -6.95 eV



Here is an isolated ion of composition C13H15OS and charge -1 in a non-equilibrium geometry from the OMol25 dataset. Energies are from ωB97M-V/def2-TZVPD.

The geometry in XYZ format:
```
30
Properties=species:S:1:pos:R:3:forces:R:3:nbo_charge:R:1
C -1.53771 -2.05374 -1.05082 0.0516 -0.1544 -0.5170 -0.750
S 0.19833 -2.34485 -0.66538 0.2849 -0.4062 0.2170 0.192
C 0.46887 -1.05159 0.53968 0.8633 1.1119 0.4761 -0.578
C 1.60931 -1.42931 1.65899 -3.8503 0.8511 0.9367 0.319
C 1.22310 -0.60649 2.94733 -0.1851 0.1886 -0.7536 -0.643
O 1.39135 -2.66763 1.91724 1.1417 -2.8538 0.3981 -0.914
C 2.98276 -0.94497 1.22892 2.4541 0.7927 -1.2799 -0.364
C 3.89889 -2.16022 1.09351 0.4236 0.4094 1.2364 -0.065
C 4.86631 -2.09505 2.05842 -0.5601 -0.7969 -1.2784 -0.269
C 4.90338 -0.78024 2.66567 -0.5956 0.9875 0.2756 -0.099
C 5.85989 -0.16449 3.47977 0.0048 -0.2973 -0.1017 -0.216
C 5.79547 1.20429 3.73078 -0.4655 0.1873 -0.1688 -0.241
C 4.70829 1.94213 3.22607 0.1933 -0.1890 0.1524 -0.244
C 3.69883 1.31842 2.47839 0.1135 -0.2669 -0.0370 -0.245
C 3.79365 -0.04967 2.19518 0.2322 0.1378 -0.5696 0.141
H -2.01459 -3.03449 -1.10707 -0.1546 0.1160 -0.0194 0.205
H -2.03375 -1.45342 -0.28511 0.1241 -0.0722 -0.0907 0.212
H -1.60770 -1.57167 -2.02961 -0.3225 0.1040 0.1602 0.193
H 0.74134 -0.13810 -0.00338 -0.3206 0.2661 0.0986 0.166
H -0.46988 -0.92429 1.09233 0.2426 0.0511 -0.0952 0.198
H 0.24077 -0.92114 3.29856 -0.0794 -0.0515 -0.2314 0.198
H 1.93727 -0.83054 3.74212 0.0801 0.2057 -0.1321 0.202
H 1.21097 0.44343 2.66601 -0.0794 0.5288 0.5763 0.160
H 2.90081 -0.38564 0.26182 0.0985 -0.3822 0.5583 0.218
H 3.65211 -2.97218 0.39501 0.1843 0.3213 0.7474 0.227
H 5.54083 -2.88068 2.37075 0.1267 -0.1055 -0.3130 0.199
H 6.66240 -0.76912 3.89204 0.1195 0.1234 -0.0985 0.195
H 6.59419 1.71130 4.28908 -0.4405 -0.2811 -0.1554 0.198
H 4.65396 3.01307 3.43490 -0.0278 -0.2834 -0.1188 0.196
H 2.85524 1.91065 2.10520 0.3428 -0.2422 0.1274 0.206
```
Positions in Å, forces in eV/Å.

## Properties
Structure (SMILES)   CSC[C@@](C)([O-])[C@@H]1C=Cc2ccccc21
Total charge   -1
LUMO   3.4 eV
Relative energy (zero: lowest compared OMol25 entry of this formula, charge and spin)   0.0 kcal/mol
Energy   -977.7509 hartree
Frontier orbital gap   6.20 eV
Highest occupied orbital energy   -2.84 eV



Here is C13H16AgN3O6S3 as an isolated structure from the OMol25 dataset. Energies are from ωB97M-V/def2-TZVPD.

The geometry in XYZ format:
```
42
Properties=species:S:1:pos:R:3:forces:R:3:nbo_charge:R:1
Ag 0.14486 -0.81486 0.14300 -0.0156 -0.0793 0.0105 0.854
O 1.08558 2.19123 0.47515 -0.0185 0.0801 0.0230 -1.018
S 2.25497 1.64445 -0.18617 -0.0070 0.0463 -0.0288 2.413
O 3.51923 2.05828 0.40009 0.0050 0.0005 -0.0158 -1.021
O 2.17675 0.19343 -0.39347 0.0769 -0.0754 0.0136 -1.053
C 2.29095 2.32923 -1.86498 -0.0780 -0.0139 -0.0150 -0.217
C 3.53552 2.80650 -2.26480 0.0518 0.0061 -0.0122 -0.227
C 3.74622 3.31700 -3.53601 -0.0392 -0.0026 -0.0171 -0.240
C 2.69500 3.34970 -4.43646 0.0268 0.0025 0.0020 -0.236
C 1.45015 2.88048 -4.04894 -0.0429 0.0036 -0.0119 -0.203
C 1.22029 2.37425 -2.77302 0.0374 -0.0174 0.1177 -0.330
S -0.51067 1.90803 -2.45605 -0.0265 0.0365 -0.2864 2.428
O -1.09158 1.79973 -3.79116 0.0827 -0.0119 0.1407 -1.030
O -1.04675 3.01589 -1.68542 -0.0031 -0.0291 0.0319 -1.009
O -0.47352 0.62624 -1.76212 -0.0507 0.0059 0.0782 -1.050
H 4.34124 2.76486 -1.54565 -0.0131 -0.0021 0.0090 0.241
H 4.72763 3.68226 -3.81725 0.0052 -0.0078 0.0058 0.190
H 2.83886 3.73616 -5.43952 -0.0083 0.0028 -0.0002 0.190
H 0.61227 2.88843 -4.73194 0.0171 0.0121 -0.0161 0.243
C -2.62712 -0.46393 2.07951 -0.0128 -0.0157 0.0207 -0.260
C -3.58057 0.37298 2.97502 0.0147 -0.0049 -0.0218 -0.250
N -3.06078 1.73077 3.15231 -0.0307 0.0093 0.0230 -0.435
C -1.71588 1.64238 3.73207 0.0070 -0.0063 -0.0182 -0.251
C -0.76621 0.85037 2.79348 -0.0031 0.0080 0.0377 -0.278
N -1.51887 0.37523 1.62718 0.0610 0.0238 -0.0321 -0.461
C -2.04614 1.53345 0.89095 -0.0313 0.0205 -0.0306 -0.284
C -2.95809 2.36444 1.82818 0.0125 -0.0133 0.0039 -0.252
H -3.14065 -0.85464 1.19868 -0.0026 0.0136 -0.0085 0.203
H -2.21150 -1.31726 2.61901 0.0000 0.0072 0.0099 0.211
H -3.69700 -0.08074 3.96391 0.0054 -0.0036 0.0018 0.181
H -4.57568 0.45167 2.52825 -0.0041 -0.0008 0.0031 0.184
H -1.80534 1.16411 4.71244 0.0078 -0.0062 0.0011 0.178
H -1.34969 2.65962 3.89155 -0.0023 0.0015 -0.0008 0.192
H -0.33707 -0.02030 3.29606 -0.0078 -0.0021 -0.0008 0.197
H 0.05070 1.46903 2.42384 -0.0036 -0.0043 -0.0068 0.252
H -2.58671 1.16279 0.01956 -0.0049 -0.0108 0.0127 0.208
H -1.20925 2.11094 0.50888 0.0006 -0.0031 0.0188 0.281
H -3.96982 2.46071 1.42459 -0.0003 0.0085 -0.0061 0.182
H -2.56193 3.37293 1.96724 0.0045 -0.0024 0.0024 0.194
S -0.51186 -3.03450 1.16046 0.0079 0.0014 -0.0353 -0.487
C 0.65747 -4.20555 0.88072 -0.0157 0.0202 -0.0076 0.089
N 1.42863 -5.05864 0.71774 -0.0019 0.0025 0.0048 -0.518
```
Positions in Å, forces in eV/Å.

## Properties
Total charge   -2
LUMO   4.8 eV
Relative energy (zero: lowest compared OMol25 entry of this formula, charge and spin)   0.0 kcal/mol
Energy   -2462.3413 hartree
Frontier orbital gap   7.22 eV
Highest occupied orbital energy   -2.47 eV